{
  "formula": "C46H98CuF6NO22",
  "method": "ωB97M-V with the def2-TZVPD basis set",
  "energy_ha": -5760.35906,
  "total_charge": 1,
  "largest_force_ev_per_a": 4.2,
  "s2": 0.76,
  "homo_energy_ev": [-10.7, -10.7],
  "homo_lumo_gap_ha": [0.318, 0.217],
  "multiplicity": 2,
  "symbols": ["Cu", "C", "O", "O", "C", "F", "F", "F", "C", "C", "H", "H", "H", "H", "H", "H", "C", "C", "N", "H", "H", "H", "C", "O", "C", "C", "O", "C", "C", "O", "C", "H", "H", "H", "H", "H", "H", "H", "H", "H", "H", "H", "H", "H", "H", "C", "O", "C", "C", "O", "C", "C", "O", "C", "H", "H", "H", "H", "H", "H", "H", "H", "H", "H", "H", "H", "H", "H", "C", "O", "C", "C", "O", "C", "C", "O", "C", "H", "H", "H", "H", "H", "H", "H", "H", "H", "H", "H", "H", "H", "H", "C", "O", "C", "C", "O", "C", "C", "O", "C", "H", "H", "H", "H", "H", "H", "H", "H", "H", "H", "H", "H", "H", "H", "C", "O", "C", "C", "O", "C", "C", "O", "C", "H", "H", "H", "H", "H", "H", "H", "H", "H", "H", "H", "H", "H", "H", "C", "O", "C", "C", "O", "C", "C", "O", "C", "H", "H", "H", "H", "H", "H", "H", "H", "H", "H", "H", "H", "H", "H", "C", "C", "O", "C", "O", "C", "F", "F", "F", "H", "H", "H", "H", "H"],
  "xyz": [[-3.778, -14.527, 11.455], [-0.520, -14.984, 10.215], [-0.745, -16.240, 10.920], [-1.682, -14.192, 10.508], [0.920, -14.327, 10.467], [1.065, -12.978, 10.450], [1.457, -14.706, 11.635], [1.748, -14.718, 9.504], [0.131, -17.360, 10.502], [-0.592, -18.718, 10.656], [0.047, -19.532, 10.313], [-0.926, -18.981, 11.660], [-1.402, -18.605, 9.936], [1.027, -17.326, 11.122], [0.414, -17.289, 9.452], [-0.586, -15.157, 9.141], [3.020, -11.483, 12.574], [4.115, -12.016, 13.229], [5.025, -12.395, 13.806], [2.141, -12.125, 12.637], [3.248, -11.348, 11.517], [2.751, -10.540, 13.050], [-5.104, -27.910, 10.577], [-4.448, -28.139, 9.313], [-4.139, -26.965, 8.470], [-2.671, -26.629, 8.746], [-2.080, -25.967, 7.612], [-0.623, -25.881, 7.784], [-0.053, -25.079, 8.841], [-0.111, -23.634, 8.533], [0.512, -22.787, 9.460], [-4.445, -27.306, 11.201], [-5.506, -28.660, 11.258], [-5.944, -27.222, 10.489], [-4.868, -26.192, 8.715], [-4.340, -27.224, 7.430], [-2.083, -27.489, 9.064], [-2.720, -25.935, 9.585], [-0.222, -25.253, 6.988], [-0.112, -26.843, 7.766], [0.964, -25.427, 9.025], [-0.503, -25.230, 9.822], [0.633, -21.832, 8.948], [1.476, -23.037, 9.903], [-0.162, -22.652, 10.306], [-2.911, -20.654, 8.714], [-4.174, -21.282, 8.317], [-3.970, -22.645, 8.099], [-3.207, -22.965, 6.790], [-3.782, -22.380, 5.614], [-5.135, -22.453, 5.311], [-5.751, -23.795, 5.005], [-5.718, -24.718, 6.077], [-6.969, -24.862, 6.776], [-2.782, -19.599, 8.471], [-1.982, -21.194, 8.533], [-2.964, -20.668, 9.803], [-4.941, -23.123, 7.967], [-3.583, -23.226, 8.936], [-3.087, -24.044, 6.687], [-2.181, -22.641, 6.967], [-5.152, -21.756, 4.473], [-5.710, -21.933, 6.076], [-5.033, -24.218, 4.301], [-6.693, -23.778, 4.457], [-7.641, -25.235, 6.003], [-7.468, -23.987, 7.193], [-6.953, -25.627, 7.551], [0.810, -11.289, 16.969], [-0.066, -12.312, 16.620], [0.596, -13.584, 16.542], [1.671, -13.813, 15.448], [2.056, -15.141, 15.233], [3.260, -15.342, 14.437], [3.221, -16.695, 13.634], [4.537, -16.862, 13.099], [4.753, -18.012, 12.303], [1.395, -11.016, 16.091], [1.512, -11.505, 17.774], [0.305, -10.351, 17.198], [-0.267, -14.247, 16.480], [1.052, -13.916, 17.474], [2.531, -13.214, 15.749], [1.374, -13.448, 14.465], [4.094, -15.254, 15.134], [3.345, -14.591, 13.651], [2.505, -16.562, 12.823], [2.978, -17.609, 14.176], [4.938, -18.893, 12.917], [5.642, -17.801, 11.709], [4.106, -18.339, 11.490], [-0.632, -17.742, 6.861], [-1.052, -18.232, 5.601], [-2.407, -18.592, 5.581], [-2.774, -19.145, 4.157], [-2.293, -18.293, 3.120], [-2.999, -18.385, 1.891], [-2.669, -17.161, 0.940], [-3.831, -16.931, 0.018], [-4.037, -18.049, -0.908], [-1.362, -17.024, 7.235], [0.318, -17.215, 6.775], [-0.413, -18.521, 7.590], [-3.014, -17.714, 5.804], [-2.724, -19.344, 6.304], [-3.808, -19.421, 3.950], [-2.208, -20.038, 3.891], [-4.057, -18.150, 2.001], [-2.978, -19.370, 1.426], [-1.701, -17.212, 0.442], [-2.450, -16.254, 1.505], [-3.240, -18.281, -1.615], [-4.876, -17.679, -1.497], [-4.327, -18.945, -0.359], [-1.909, -14.235, 14.141], [-2.929, -14.976, 13.426], [-3.045, -16.283, 14.078], [-4.376, -16.833, 13.586], [-4.390, -16.519, 12.178], [-5.184, -17.332, 11.312], [-4.504, -17.272, 9.899], [-4.494, -15.991, 9.477], [-4.396, -15.760, 8.036], [-1.770, -13.246, 13.705], [-0.952, -14.752, 14.219], [-2.202, -14.129, 15.185], [-2.879, -16.250, 15.154], [-2.165, -16.883, 13.849], [-5.264, -16.518, 14.134], [-4.357, -17.882, 13.882], [-6.234, -17.062, 11.428], [-5.094, -18.361, 11.660], [-4.853, -18.068, 9.241], [-3.445, -17.514, 9.817], [-5.362, -16.125, 7.688], [-3.574, -16.311, 7.578], [-4.375, -14.714, 7.732], [-3.579, -11.215, 12.491], [-4.133, -12.512, 12.706], [-5.375, -12.419, 13.391], [-5.947, -13.800, 13.375], [-5.807, -14.397, 12.078], [-6.641, -13.976, 11.079], [-6.065, -12.893, 10.252], [-4.709, -13.223, 10.023], [-4.088, -12.207, 9.144], [-4.033, -10.678, 11.658], [-2.507, -11.195, 12.292], [-3.658, -10.650, 13.420], [-6.123, -11.719, 13.021], [-5.066, -12.091, 14.384], [-6.987, -13.809, 13.699], [-5.413, -14.406, 14.108], [-7.624, -13.680, 11.446], [-6.790, -14.799, 10.381], [-6.318, -11.970, 10.774], [-6.650, -12.981, 9.336], [-3.006, -12.336, 9.190], [-4.303, -11.172, 9.408], [-4.470, -12.233, 8.123], [0.186, -12.992, 6.455], [-0.628, -11.726, 6.027], [0.112, -10.559, 5.733], [1.423, -10.527, 5.298], [2.122, -11.499, 5.204], [1.900, -9.073, 5.196], [0.926, -8.399, 4.579], [2.124, -8.566, 6.427], [3.002, -9.177, 4.387], [0.899, -12.865, 7.269], [0.710, -13.617, 5.732], [-0.578, -13.661, 6.854], [-1.359, -11.542, 6.814], [-1.288, -12.046, 5.221]],
  "mulliken_spin": [0.74, -0.02, 0.00, 0.23, 0.01, 0.00, 0.00, 0.00, 0.00, 0.00, 0.00, 0.00, 0.00, 0.00, 0.00, 0.00, 0.00, 0.00, 0.00, 0.00, 0.00, 0.00, 0.00, 0.00, 0.00, 0.00, 0.00, 0.00, 0.00, 0.00, 0.00, 0.00, 0.00, 0.00, 0.00, 0.00, 0.00, 0.00, 0.00, 0.00, 0.00, 0.00, 0.00, 0.00, 0.00, 0.00, 0.00, 0.00, 0.00, 0.00, 0.00, 0.00, 0.00, 0.00, 0.00, 0.00, 0.00, 0.00, 0.00, 0.00, 0.00, 0.00, 0.00, 0.00, 0.00, 0.00, 0.00, 0.00, 0.00, 0.00, 0.00, 0.00, 0.00, 0.00, 0.00, 0.00, 0.00, 0.00, 0.00, 0.00, 0.00, 0.00, 0.00, 0.00, 0.00, 0.00, 0.00, 0.00, 0.00, 0.00, 0.00, 0.00, 0.00, 0.00, 0.00, 0.00, 0.00, 0.00, 0.00, 0.00, 0.00, 0.00, 0.00, 0.00, 0.00, 0.00, 0.00, 0.00, 0.00, 0.00, 0.00, 0.00, 0.00, 0.00, 0.00, 0.03, 0.00, 0.00, -0.01, 0.00, -0.01, 0.00, 0.00, 0.00, 0.00, 0.00, 0.00, 0.00, 0.00, 0.00, 0.00, 0.00, 0.00, 0.01, 0.00, 0.00, 0.00, 0.00, -0.01, 0.00, 0.00, 0.03, 0.00, 0.00, 0.02, 0.00, 0.00, 0.00, 0.00, 0.00, 0.00, 0.00, 0.00, 0.00, 0.00, 0.00, 0.00, 0.00, 0.00, 0.00, 0.00, 0.00, 0.00, 0.00, 0.00, 0.00, 0.00, 0.00, 0.00, 0.00, 0.00, 0.00, 0.00, 0.00]
}



{
  "formula": "C47H102BN10O11Si",
  "method": "ωB97M-V with the def2-TZVPD basis set",
  "energy_ha": -3541.26395,
  "total_charge": 1,
  "largest_force_ev_per_a": 2.2,
  "homo_energy_ev": -10.4,
  "homo_lumo_gap_ha": 0.235,
  "de_lowest_kcal_mol": 0.0,
  "symbols": ["C", "N", "C", "C", "O", "C", "N", "C", "C", "C", "C", "C", "C", "C", "C", "Si", "C", "C", "C", "C", "C", "C", "C", "C", "C", "N", "O", "C", "N", "N", "C", "C", "C", "C", "O", "C", "O", "B", "O", "O", "H", "H", "H", "H", "H", "H", "H", "H", "H", "H", "H", "H", "H", "H", "H", "H", "H", "H", "H", "H", "H", "H", "H", "H", "H", "H", "H", "H", "H", "H", "H", "H", "H", "H", "H", "H", "H", "H", "H", "H", "H", "H", "H", "H", "H", "H", "H", "C", "C", "C", "O", "C", "N", "H", "H", "H", "H", "H", "H", "H", "H", "H", "H", "H", "C", "C", "C", "O", "C", "N", "H", "H", "H", "H", "H", "H", "H", "H", "H", "H", "H", "C", "C", "C", "O", "C", "N", "H", "H", "H", "H", "H", "H", "H", "H", "H", "H", "H", "C", "C", "C", "O", "C", "N", "H", "H", "H", "H", "H", "H", "H", "H", "H", "H", "H", "C", "C", "C", "O", "C", "N", "H", "H", "H", "H", "H", "H", "H", "H", "H", "H", "H"],
  "xyz": [[-4.126, -1.126, 4.200], [-2.945, -0.660, 3.462], [-2.197, 0.325, 4.280], [-2.154, -1.750, 3.105], [-2.630, -2.864, 2.985], [-0.646, -1.564, 2.863], [-0.253, -2.495, 1.769], [-0.441, -1.734, 0.492], [-0.324, -2.584, -0.792], [0.502, -1.938, -1.920], [0.401, -0.420, -1.984], [1.340, 0.135, -3.083], [2.824, -0.004, -2.695], [3.362, 1.176, -1.872], [2.791, 1.179, -0.436], [3.883, 1.882, 0.935], [5.724, 1.786, 0.607], [3.305, 3.665, 1.246], [3.397, 0.903, 2.503], [2.374, 1.344, 3.317], [2.011, 0.608, 4.412], [2.630, -0.566, 4.735], [3.657, -0.992, 3.934], [4.030, -0.273, 2.833], [1.061, -2.930, 1.954], [2.179, -2.210, 1.525], [2.639, -2.628, 0.254], [3.910, -2.399, 0.116], [5.049, -2.249, -0.087], [1.222, -4.046, 2.586], [2.525, -4.657, 2.912], [2.727, -6.050, 2.290], [2.671, -6.050, 0.746], [1.426, -6.717, 0.133], [0.656, -5.656, -0.426], [-0.632, -5.966, -0.750], [-1.085, -5.645, -1.820], [-0.021, -4.811, 3.060], [-0.526, -4.441, 4.271], [-0.556, -5.828, 2.365], [-4.618, -0.309, 4.725], [-3.896, -1.882, 4.956], [-4.873, -1.540, 3.527], [-2.877, 1.044, 4.721], [-1.600, -0.171, 5.054], [-1.499, 0.876, 3.648], [-0.356, -0.531, 2.661], [-0.156, -1.918, 3.773], [0.208, -0.854, 0.518], [-1.461, -1.352, 0.536], [0.024, -3.585, -0.545], [-1.335, -2.734, -1.176], [1.538, -2.270, -1.911], [0.106, -2.317, -2.867], [-0.608, -0.090, -2.246], [0.725, 0.080, -1.076], [1.136, 1.199, -3.228], [1.173, -0.366, -4.039], [3.406, -0.019, -3.622], [3.074, -0.932, -2.174], [3.134, 2.113, -2.383], [4.450, 1.079, -1.840], [1.812, 1.662, -0.370], [2.627, 0.121, -0.173], [6.273, 2.065, 1.512], [6.040, 2.497, -0.159], [6.059, 0.779, 0.343], [3.960, 4.392, 0.765], [3.213, 3.892, 2.308], [2.316, 3.803, 0.799], [1.823, 2.253, 3.115], [1.192, 0.940, 5.040], [2.319, -1.148, 5.591], [4.138, -1.930, 4.190], [4.833, -0.653, 2.213], [2.065, -1.199, 1.582], [3.382, -4.035, 2.666], [2.542, -4.773, 4.002], [3.735, -6.361, 2.571], [2.074, -6.789, 2.756], [3.514, -6.653, 0.406], [2.804, -5.051, 0.338], [1.736, -7.456, -0.607], [0.889, -7.273, 0.905], [-1.290, -6.442, -0.008], [0.171, -4.155, 4.873], [-0.884, -6.462, 3.018], [-8.715, -1.099, -0.288], [-9.129, 0.007, 0.679], [-8.128, 1.169, 0.758], [-6.955, 0.888, 1.509], [-5.963, 0.161, 0.813], [-9.382, -0.587, 1.996], [-7.940, -1.744, 0.128], [-9.569, -1.737, -0.517], [-8.347, -0.683, -1.228], [-10.070, 0.424, 0.310], [-8.617, 1.996, 1.277], [-7.865, 1.539, -0.241], [-5.927, 0.430, -0.247], [-6.127, -0.914, 0.924], [-4.996, 0.395, 1.264], [-9.761, 0.128, 2.612], [-8.480, -0.811, 2.408], [7.175, 5.370, -5.475], [7.174, 4.156, -4.549], [5.990, 3.207, -4.771], [4.757, 3.658, -4.239], [4.059, 4.595, -5.041], [7.240, 4.618, -3.160], [6.457, 6.129, -5.165], [8.157, 5.842, -5.472], [6.947, 5.082, -6.503], [8.083, 3.588, -4.762], [6.210, 2.277, -4.239], [5.879, 2.944, -5.831], [4.194, 4.397, -6.108], [4.367, 5.616, -4.807], [2.998, 4.510, -4.803], [7.342, 3.807, -2.553], [6.322, 4.986, -2.920], [-10.264, 4.304, 3.490], [-9.831, 5.197, 2.330], [-10.548, 6.556, 2.293], [-11.879, 6.510, 1.818], [-12.845, 6.108, 2.772], [-10.000, 4.456, 1.075], [-11.232, 3.835, 3.312], [-9.542, 3.500, 3.634], [-10.324, 4.870, 4.422], [-8.764, 5.401, 2.461], [-10.011, 7.197, 1.588], [-10.505, 7.056, 3.269], [-12.598, 6.464, 3.775], [-12.960, 5.021, 2.777], [-13.801, 6.539, 2.476], [-9.615, 5.008, 0.313], [-10.996, 4.425, 0.871], [10.358, 2.748, -1.781], [9.388, 1.694, -1.253], [10.065, 0.584, -0.434], [10.759, -0.378, -1.202], [12.058, 0.008, -1.619], [8.621, 1.146, -2.378], [10.922, 2.400, -2.646], [9.811, 3.638, -2.096], [11.067, 3.050, -1.008], [8.689, 2.206, -0.583], [9.281, 0.027, 0.087], [10.719, 1.004, 0.340], [12.559, 0.625, -0.869], [12.020, 0.536, -2.574], [12.641, -0.901, -1.767], [7.906, 0.521, -2.013], [9.242, 0.528, -2.895], [-4.576, -2.610, -5.022], [-4.144, -3.663, -4.006], [-4.604, -3.364, -2.569], [-3.860, -2.354, -1.900], [-4.234, -1.026, -2.220], [-2.691, -3.831, -4.081], [-3.965, -1.709, -4.970], [-4.477, -3.003, -6.034], [-5.621, -2.325, -4.876], [-4.610, -4.607, -4.302], [-4.455, -4.270, -1.975], [-5.677, -3.136, -2.531], [-5.309, -0.939, -2.397], [-3.681, -0.663, -3.089], [-3.970, -0.393, -1.371], [-2.424, -4.606, -3.478], [-2.272, -3.018, -3.637]],
  "lowdin_charge": [-0.06, -0.11, -0.05, -0.44, 0.10, -0.06, -0.01, -0.10, -0.13, -0.17, -0.20, -0.18, -0.20, -0.23, -0.25, 0.62, -0.17, -0.16, -0.25, -0.10, -0.11, -0.10, -0.11, -0.13, -0.22, 0.14, 0.02, -0.32, 0.22, 0.19, -0.09, -0.14, -0.12, -0.17, -0.07, -0.30, 0.10, -0.69, 0.22, 0.23, 0.09, 0.10, 0.09, 0.09, 0.10, 0.08, 0.11, 0.13, 0.10, 0.14, 0.08, 0.10, 0.09, 0.12, 0.12, 0.06, 0.11, 0.11, 0.11, 0.08, 0.11, 0.09, 0.08, 0.04, 0.04, 0.03, 0.02, 0.03, 0.02, 0.03, 0.10, 0.11, 0.11, 0.11, 0.10, 0.13, 0.13, 0.14, 0.12, 0.12, 0.12, 0.10, 0.13, 0.11, 0.15, 0.12, 0.15, -0.07, -0.43, -0.20, -0.19, -0.12, 0.04, 0.06, 0.08, 0.07, 0.14, 0.10, 0.12, 0.07, 0.08, 0.08, 0.07, 0.06, -0.07, -0.43, -0.21, -0.21, -0.10, 0.05, 0.06, 0.08, 0.08, 0.13, 0.11, 0.12, 0.09, 0.08, 0.08, 0.05, 0.07, -0.07, -0.43, -0.21, -0.19, -0.10, 0.04, 0.06, 0.07, 0.08, 0.13, 0.12, 0.12, 0.09, 0.07, 0.09, 0.08, 0.07, -0.06, -0.43, -0.21, -0.19, -0.10, 0.05, 0.07, 0.06, 0.08, 0.12, 0.12, 0.12, 0.09, 0.08, 0.09, 0.07, 0.07, -0.07, -0.42, -0.19, -0.21, -0.10, 0.05, 0.06, 0.08, 0.08, 0.14, 0.12, 0.12, 0.09, 0.08, 0.07, 0.04, 0.05]
}